(1)
Below is a cluster of 11 separate species, C49H120ClN8O14 in total in a non-equilibrium geometry, with properties calculated with the ωB97M-V functional and the def2-TZVPD basis.

Structure (XYZ):
```
192
Properties=species:S:1:pos:R:3:forces:R:3:lowdin_charge:R:1
Cl 0.385 1.187 0.085 3.51 1.10 -0.16 0.64
O -0.433 2.056 0.873 -1.86 0.60 -0.04 -0.37
O 1.495 0.865 0.968 -0.20 -0.75 -0.61 -0.36
O -0.289 0.021 -0.362 -1.37 -1.35 0.19 -0.36
O 0.896 1.852 -1.105 -0.49 0.06 0.66 -0.35
C -1.523 -0.822 -4.304 -1.31 -0.02 -0.31 -0.04
C -0.582 0.000 -5.135 1.09 0.71 0.18 -0.49
C 0.868 -0.378 -4.716 -0.17 1.29 -0.11 -0.16
C 1.385 -1.705 -5.195 -1.52 0.16 -1.98 -0.15
C 1.192 -1.720 -6.807 0.27 0.38 1.33 -0.09
C -0.273 -1.370 -7.313 0.10 -1.03 0.41 -0.44
N -0.755 -0.153 -6.599 3.13 -0.67 0.23 -0.14
O -1.953 0.292 -7.044 -1.34 0.42 -0.50 -0.01
C -0.238 -1.148 -8.862 0.39 0.09 0.74 -0.04
C -1.158 -2.656 -7.059 0.02 0.72 -0.13 -0.03
C -0.788 1.514 -4.763 -0.01 -1.16 -0.42 -0.01
H -2.517 -0.543 -4.656 -0.55 -0.32 0.02 0.07
H -1.549 -0.518 -3.258 0.43 -0.20 0.04 0.08
H -1.409 -1.899 -4.423 0.07 0.09 0.26 0.07
H 1.538 0.419 -5.040 0.10 0.13 -0.39 0.12
H 0.923 -0.286 -3.632 -0.27 -0.21 0.17 0.09
H 0.742 -2.473 -4.766 0.33 -0.37 0.06 0.07
H 2.416 -1.809 -4.857 0.03 -0.34 -0.35 0.10
H 1.520 -2.672 -7.226 -0.42 -0.30 0.06 0.10
H 1.950 -1.037 -7.191 -0.28 0.52 -0.17 0.11
H 0.288 -0.225 -9.106 0.23 -0.08 0.06 0.08
H 0.287 -2.017 -9.257 0.24 0.13 -0.18 0.07
H -1.180 -1.104 -9.408 -0.36 -0.04 0.59 0.07
H -1.152 -3.352 -7.898 0.35 0.06 -0.13 0.07
H -0.859 -3.214 -6.172 -0.09 0.13 0.09 0.06
H -2.203 -2.356 -6.985 -0.15 -0.01 0.25 0.07
H -1.827 1.837 -4.813 -0.13 -0.23 -0.11 0.07
H -0.234 2.111 -5.487 0.22 0.14 0.36 0.09
H -0.470 1.613 -3.725 0.30 0.38 -0.10 0.07
H -2.609 -0.237 -6.584 -0.72 -0.25 0.02 0.07
C -6.611 0.869 -0.214 1.78 0.51 -0.03 0.02
C -6.942 0.540 1.286 -2.25 -0.72 -0.93 -0.44
C -7.303 -0.935 1.482 0.06 -0.17 0.29 -0.15
C -6.142 -1.877 1.276 -0.79 -0.26 -0.21 -0.17
C -4.942 -1.530 2.159 -0.53 1.26 -1.03 -0.08
C -4.550 0.008 2.128 0.64 -1.00 1.30 -0.39
N -5.804 0.850 2.153 1.36 -0.10 -2.48 0.07
O -5.553 2.188 2.229 0.15 -0.99 0.54 0.11
C -3.766 0.353 3.443 -0.71 0.41 -0.28 0.01
C -3.667 0.326 0.914 -0.09 0.47 -0.39 0.01
C -8.232 1.330 1.629 0.76 0.35 0.60 -0.01
H -5.988 1.760 -0.286 -0.22 0.48 0.41 0.09
H -7.447 1.086 -0.880 -0.39 -0.49 0.56 0.11
H -5.909 0.178 -0.680 -0.66 -0.58 0.07 0.07
H -7.722 -1.085 2.477 0.22 0.24 0.44 0.13
H -8.163 -1.206 0.869 0.25 0.23 -0.50 0.13
H -5.930 -1.954 0.209 0.50 0.31 -0.02 0.12
H -6.556 -2.863 1.486 0.45 -0.24 0.35 0.12
H -4.099 -2.038 1.690 0.28 -0.16 0.86 0.12
H -5.167 -1.777 3.196 0.36 -0.37 -0.06 0.13
H -4.527 0.529 4.203 0.19 -0.19 0.42 0.09
H -3.084 -0.430 3.775 -0.26 -0.24 -0.31 0.08
H -3.168 1.262 3.378 -0.09 0.05 -0.34 0.08
H -2.682 -0.131 1.008 -0.10 -0.39 0.33 0.10
H -4.112 -0.031 -0.015 0.20 0.14 0.07 0.08
H -3.415 1.385 0.864 -0.33 0.14 -0.16 0.09
H -8.240 2.299 1.130 -0.17 -0.03 0.16 0.09
H -8.313 1.454 2.709 -0.02 0.21 0.14 0.09
H -9.108 0.738 1.362 0.20 0.11 -0.34 0.10
H -6.073 2.404 3.007 -0.42 1.08 0.43 0.15
C 0.560 -2.543 2.205 0.74 -1.61 0.19 -0.02
C 0.007 -2.491 3.632 -2.36 -0.30 0.65 -0.42
C -1.545 -2.999 3.591 1.96 2.35 -0.81 -0.16
C -1.709 -4.433 3.549 0.06 -2.45 0.53 -0.23
C -1.045 -5.022 4.801 -0.03 0.29 -0.92 -0.13
C 0.496 -4.723 4.949 -1.73 -0.08 -1.83 -0.48
N 0.687 -3.280 4.733 -1.38 0.46 -1.29 -0.09
O 2.054 -2.914 4.740 -0.23 -0.25 0.65 -0.02
C 0.791 -5.060 6.388 1.63 -0.60 0.21 -0.05
C 1.209 -5.663 3.901 -0.11 0.02 0.48 -0.01
C -0.006 -1.027 4.069 0.35 -0.51 -0.14 -0.04
H 0.638 -3.609 1.989 0.47 -0.19 -0.36 0.07
H 1.544 -2.082 2.122 0.01 -0.06 0.10 0.07
H -0.034 -2.160 1.375 -0.45 0.51 0.53 0.07
H -2.147 -2.673 4.439 0.37 0.56 0.30 0.11
H -1.961 -2.545 2.692 -0.13 0.31 -0.09 0.09
H -1.385 -4.972 2.659 0.17 0.39 -0.18 0.09
H -2.777 -4.626 3.656 -0.22 -0.34 -0.20 0.11
H -1.193 -6.101 4.758 0.18 -0.10 0.39 0.12
H -1.658 -4.606 5.600 0.47 -0.12 0.62 0.12
H 1.863 -5.170 6.550 0.27 0.16 -0.06 0.08
H 0.469 -4.304 7.105 -0.46 -0.11 -0.23 0.09
H 0.414 -6.059 6.606 -0.37 0.13 0.21 0.08
H 0.709 -5.799 2.942 -0.53 0.56 0.03 0.07
H 2.218 -5.370 3.610 0.11 0.08 0.59 0.06
H 1.194 -6.679 4.296 0.42 -0.05 0.26 0.08
H 0.999 -0.724 4.363 -0.04 0.05 0.18 0.08
H -0.711 -0.925 4.894 0.06 0.47 0.00 0.08
H -0.216 -0.422 3.187 -0.45 0.26 0.16 0.08
H 1.993 -2.405 5.552 1.03 0.30 0.10 0.11
C 3.054 -1.592 -1.975 1.22 0.54 0.81 -0.12
O 3.538 -1.386 -0.630 -0.36 -0.62 -0.89 -0.11
H 2.377 -0.790 -2.267 -0.17 -0.22 -0.09 0.06
H 3.959 -1.535 -2.581 0.02 0.30 -0.16 0.07
H 2.680 -2.594 -2.187 -0.60 -0.10 0.39 0.06
H 2.818 -1.144 -0.043 -0.22 0.21 -0.01 0.04
C -0.232 2.877 4.195 0.02 -0.47 -0.82 -0.14
O 0.208 3.478 5.435 -0.88 -0.64 -1.14 -0.10
H -1.273 2.886 3.871 -0.80 0.73 1.11 0.05
H 0.186 3.301 3.282 0.84 0.19 0.35 0.05
H -0.075 1.799 4.159 0.79 0.07 0.48 0.06
H -0.432 4.153 5.671 0.06 0.10 -0.01 0.07
C -4.173 5.230 0.425 0.02 -0.47 0.34 -0.06
C -2.662 5.451 0.650 -1.54 2.48 -0.06 -0.40
C -2.361 6.898 1.247 0.79 -1.10 -0.22 -0.21
O -2.552 7.869 0.299 -1.77 0.76 -1.55 -0.19
C -1.920 9.080 0.591 0.95 -0.33 0.00 -0.10
N -2.191 4.544 1.603 1.01 -1.42 1.13 0.05
H -4.664 5.010 1.373 -0.15 0.97 0.57 0.05
H -4.328 4.228 0.024 0.22 0.03 -1.03 0.06
H -4.686 6.008 -0.141 -0.01 -0.15 0.01 0.08
H -2.222 5.316 -0.338 0.65 0.26 0.26 0.15
H -1.338 6.998 1.610 0.47 -0.80 -0.23 0.08
H -2.904 7.139 2.161 -0.89 -0.40 0.23 0.12
H -0.899 8.938 0.238 0.45 0.49 0.22 0.09
H -1.905 9.249 1.668 -0.06 0.30 0.13 0.09
H -2.334 9.942 0.067 -0.39 -0.32 -0.01 0.09
H -2.883 4.447 2.332 0.09 -0.22 0.22 0.07
H -1.956 3.636 1.228 0.17 -0.15 0.01 0.04
C -1.528 -4.473 -0.174 -0.21 -0.56 0.07 -0.07
C -0.514 -4.120 -1.250 -0.09 -0.06 -0.15 -0.41
C -0.529 -5.102 -2.522 0.65 1.28 1.23 -0.14
O 0.305 -4.567 -3.547 -0.81 0.27 0.45 -0.22
C 1.611 -5.036 -3.475 1.07 -0.29 -0.34 -0.13
N -0.747 -2.795 -1.745 -0.93 0.94 -1.60 0.06
H -1.153 -5.273 0.464 0.21 0.05 0.12 0.07
H -2.492 -4.851 -0.514 -0.13 0.28 -0.46 0.07
H -1.701 -3.589 0.440 -0.01 -0.04 0.12 0.05
H 0.422 -4.024 -0.700 0.74 -1.17 -0.24 0.12
H -1.543 -5.168 -2.918 -0.03 0.21 0.08 0.12
H -0.184 -6.102 -2.263 -0.04 -0.13 0.19 0.12
H 2.027 -5.154 -2.474 -0.42 -0.16 0.39 0.09
H 2.312 -4.339 -3.933 -0.32 0.17 -0.39 0.08
H 1.663 -5.983 -4.013 0.29 -0.25 0.06 0.09
H -0.664 -1.980 -1.154 0.04 -0.42 0.80 0.04
H -0.107 -2.596 -2.501 -0.01 -0.14 -0.31 0.05
C 6.168 3.408 -0.763 -0.31 0.19 -1.07 -0.05
C 4.807 2.708 -0.769 -0.29 -1.67 -0.85 -0.42
C 4.551 1.897 -2.062 1.47 0.64 0.57 -0.18
O 5.558 0.887 -2.232 -0.06 0.00 -0.18 -0.17
C 5.743 0.652 -3.614 -0.97 0.31 0.04 -0.13
N 4.668 1.778 0.355 0.45 0.88 0.02 0.07
H 6.343 4.152 0.014 -0.24 -0.25 0.33 0.07
H 6.251 3.954 -1.703 -0.07 0.31 -0.18 0.06
H 7.006 2.714 -0.825 -0.23 -0.29 0.45 0.08
H 3.921 3.343 -0.755 0.55 0.91 -0.08 0.09
H 4.618 2.631 -2.865 0.02 0.03 -0.46 0.11
H 3.533 1.509 -2.069 -0.07 -0.43 0.10 0.11
H 6.096 1.581 -4.062 0.11 -0.01 -0.44 0.08
H 4.761 0.400 -4.013 -0.24 0.13 -0.55 0.07
H 6.375 -0.180 -3.925 0.41 0.01 0.88 0.08
H 4.684 2.459 1.101 -0.16 -0.32 0.98 0.06
H 3.700 1.494 0.294 -0.29 -0.50 0.40 0.03
C 4.749 -5.146 1.858 -1.99 1.12 0.94 -0.06
C 4.713 -3.625 1.438 0.36 -1.99 1.59 -0.42
C 4.403 -2.734 2.622 0.90 0.73 -0.61 -0.21
O 4.778 -1.381 2.252 -1.42 0.12 0.89 -0.17
C 4.077 -0.361 3.025 0.82 -0.92 -0.29 -0.08
N 6.073 -3.441 0.994 0.14 1.11 -1.86 0.04
H 3.734 -5.482 2.067 -0.23 -0.54 -0.35 0.04
H 5.199 -5.196 2.849 0.59 -0.16 -0.11 0.07
H 5.258 -5.785 1.135 -0.17 0.11 0.07 0.07
H 3.884 -3.435 0.756 0.83 0.05 -0.94 0.12
H 5.045 -3.087 3.430 0.01 0.22 0.61 0.12
H 3.357 -2.868 2.897 0.07 0.36 0.15 0.08
H 4.472 0.631 2.806 0.23 -0.30 -0.41 0.07
H 4.265 -0.544 4.083 -0.23 -0.05 0.29 0.08
H 3.007 -0.334 2.816 -0.13 -0.20 -0.03 0.05
H 6.740 -3.820 1.651 -0.14 0.06 0.47 0.07
H 6.120 -4.075 0.210 0.60 0.19 -0.46 0.06
C 1.244 6.116 1.783 1.26 0.39 -0.96 -0.06
C 1.722 5.530 0.428 -0.50 -0.95 1.39 -0.41
C 2.961 6.163 -0.170 -1.79 1.16 1.84 -0.27
O 3.276 5.635 -1.378 0.04 -0.80 -1.83 -0.17
C 4.277 6.387 -2.013 0.44 -0.64 -0.27 -0.10
N 2.051 4.138 0.757 -0.49 -0.07 -0.68 0.07
H 2.124 6.066 2.424 -0.16 0.10 0.41 0.08
H 0.442 5.506 2.199 -0.01 0.11 -0.11 0.05
H 0.935 7.156 1.673 -0.10 0.06 0.15 0.06
H 0.865 5.583 -0.243 0.03 0.14 -0.57 0.14
H 3.755 6.062 0.569 0.39 0.11 0.08 0.14
H 2.655 7.202 -0.285 0.49 0.71 -0.01 0.12
H 3.967 7.421 -2.166 0.13 0.23 0.28 0.09
H 4.515 5.976 -2.994 -0.39 -0.25 -0.02 0.09
H 5.194 6.264 -1.437 0.23 0.62 0.16 0.08
H 2.003 3.657 -0.129 0.52 -0.48 -0.32 0.04
H 1.219 3.757 1.184 -0.10 -0.25 0.54 0.03
```
Positions in Å, forces in eV/Å.

Summary:
Multiplicity: 2
Frontier orbital gap (alpha / beta): 6.347 / 2.345 eV
E_HOMO (alpha / beta): -7.46 / -7.46 eV
Calculated total energy: -3889.7899 a.u.

---

(2)
Below is a structure of composition C49H29N10RhS in a non-equilibrium geometry, with properties calculated with the ωB97M-V functional and the def2-TZVPD basis.

Structure (XYZ):
```
90
Properties=species:S:1:pos:R:3:forces:R:3:lowdin_charge:R:1
Rh -0.256 0.212 -0.109 0.15 0.29 -0.33 1.16
C -5.138 2.169 -3.969 0.00 0.05 0.01 -0.08
C -5.128 0.843 -4.408 0.03 -0.07 -0.07 -0.08
C -4.146 -0.047 -4.005 0.06 -0.01 0.06 -0.01
C -3.196 0.400 -3.098 -0.40 0.98 -0.16 -0.09
C -2.107 -0.245 -2.411 0.92 -0.02 0.75 -0.25
N -1.686 -1.480 -2.607 -0.08 -0.25 -0.37 0.22
C -0.793 -2.098 -1.863 -0.28 0.83 0.59 -0.25
C -0.206 -3.380 -2.150 0.58 -0.88 0.47 -0.09
C -0.177 -4.167 -3.292 -0.04 0.14 0.09 -0.01
C 0.634 -5.288 -3.288 -0.02 -0.03 0.03 -0.07
C 1.379 -5.645 -2.161 -0.06 0.04 0.03 -0.07
C 1.334 -4.889 -1.003 -0.09 0.16 0.02 -0.01
C 0.545 -3.747 -1.007 -0.35 -0.39 -0.98 -0.10
C 0.425 -2.664 -0.073 -0.61 1.07 0.35 -0.31
N 1.011 -2.627 1.113 0.29 -0.14 0.06 0.18
C 1.219 -1.524 1.810 -0.49 0.33 -1.05 -0.30
N 0.908 -0.249 1.415 0.32 -0.41 0.87 0.03
C 1.436 0.635 2.317 -0.63 0.27 -0.94 -0.24
N 1.370 1.949 2.243 0.42 0.02 0.29 0.23
C 0.667 2.621 1.358 -0.57 -0.93 -0.28 -0.25
N -0.260 2.099 0.487 0.53 1.15 -0.18 0.00
C -0.798 3.131 -0.252 -0.17 -1.00 0.07 -0.31
N -1.735 3.024 -1.180 -0.07 0.11 -0.11 0.19
C -2.118 1.883 -1.735 0.87 -0.24 0.54 -0.32
N -1.524 0.657 -1.563 -0.94 0.22 -0.28 0.01
C -3.202 1.749 -2.664 -0.47 -0.66 -0.66 -0.10
C -4.159 2.648 -3.116 0.11 -0.09 0.04 -0.01
C -0.196 4.364 0.161 0.69 0.47 0.74 -0.10
C -0.343 5.669 -0.285 -0.04 -0.10 0.02 -0.01
C 0.478 6.636 0.265 -0.08 -0.02 -0.04 -0.07
C 1.421 6.315 1.245 0.01 0.01 0.08 -0.07
C 1.551 5.024 1.724 -0.03 -0.16 -0.01 -0.01
C 0.740 4.042 1.172 -0.49 0.84 -0.62 -0.09
C 2.126 -0.097 3.346 0.32 -1.05 0.32 -0.09
C 2.895 0.296 4.430 -0.05 -0.02 -0.11 0.00
C 3.463 -0.695 5.215 -0.03 0.05 0.01 -0.07
C 3.274 -2.047 4.929 0.03 -0.07 -0.01 -0.08
C 2.533 -2.450 3.834 -0.08 0.02 -0.18 -0.01
C 1.960 -1.468 3.040 0.46 0.68 0.74 -0.10
N -0.328 -1.666 -0.644 0.71 -1.32 -0.49 0.02
H -5.924 2.830 -4.306 0.00 0.04 -0.05 0.10
H -5.900 0.510 -5.087 -0.03 -0.02 -0.05 0.10
H -4.113 -1.059 -4.379 -0.06 -0.13 0.02 0.11
H -0.738 -3.874 -4.165 -0.06 0.00 -0.13 0.11
H 0.712 -5.891 -4.180 -0.03 -0.08 -0.08 0.10
H 2.018 -6.514 -2.202 0.04 -0.12 -0.02 0.10
H 1.926 -5.141 -0.137 0.05 -0.05 0.09 0.11
H -4.128 3.683 -2.809 -0.05 0.05 0.08 0.11
H -1.073 5.899 -1.045 -0.04 0.09 -0.10 0.11
H 0.392 7.660 -0.067 0.01 0.07 -0.04 0.10
H 2.063 7.093 1.630 0.01 0.05 0.06 0.10
H 2.270 4.769 2.487 0.10 0.00 0.06 0.11
H 3.071 1.341 4.627 -0.04 0.13 0.08 0.11
H 4.077 -0.420 6.060 0.04 0.05 0.08 0.10
H 3.736 -2.793 5.561 0.02 -0.01 0.04 0.10
H 2.415 -3.493 3.579 -0.02 -0.10 0.02 0.11
N -3.348 1.541 0.914 0.11 0.30 -0.24 0.12
C -3.354 0.307 1.427 -0.56 -0.30 0.52 -0.68
N -2.343 -0.498 1.508 0.46 0.53 -0.46 0.09
C -2.667 -1.615 2.264 -0.68 -0.30 0.44 -0.29
C -1.847 -2.679 2.624 0.08 0.16 -0.10 -0.01
C -2.338 -3.679 3.444 -0.02 -0.04 0.02 -0.08
C -3.645 -3.660 3.917 -0.04 -0.07 0.01 -0.10
C -4.493 -2.629 3.556 0.02 -0.04 -0.05 -0.10
C -3.995 -1.633 2.740 0.09 0.06 -0.11 -0.48
S -4.854 -0.223 2.192 0.36 -0.05 -0.06 1.08
H -2.495 1.878 0.501 -0.20 0.02 0.16 0.04
H -4.213 1.970 0.639 0.08 0.05 0.00 0.11
H -0.830 -2.729 2.280 0.01 0.00 0.01 0.07
H -1.681 -4.487 3.726 0.05 -0.08 0.02 0.10
H -4.002 -4.447 4.564 0.00 -0.06 0.04 0.10
H -5.514 -2.585 3.905 -0.08 -0.06 0.06 0.11
C 5.308 -0.638 -1.100 0.19 0.29 -0.19 -0.09
C 4.254 -1.411 -0.605 -0.37 -0.05 0.06 -0.07
C 2.967 -0.965 -0.714 0.18 -0.21 0.14 -0.04
C 2.635 0.277 -1.284 0.24 0.12 -0.12 -0.15
C 1.305 0.787 -1.365 -0.60 0.08 0.17 -0.09
C 1.093 1.853 -2.212 -0.21 -0.29 0.23 -0.10
C 2.146 2.544 -2.830 0.40 0.04 -0.02 -0.07
C 3.438 2.175 -2.612 -0.19 0.18 -0.12 -0.04
C 3.710 1.011 -1.871 -0.24 -0.12 0.08 -0.17
C 5.032 0.536 -1.744 0.23 -0.19 0.15 -0.04
H 6.323 -0.993 -1.006 0.14 0.02 -0.02 0.10
H 4.448 -2.370 -0.150 0.01 -0.13 0.02 0.10
H 2.177 -1.616 -0.412 0.07 0.09 0.07 0.06
H 0.110 2.230 -2.432 -0.07 -0.04 0.15 0.08
H 1.913 3.402 -3.443 -0.01 0.09 -0.09 0.10
H 4.258 2.743 -3.023 0.14 0.06 -0.11 0.11
H 5.828 1.116 -2.189 0.07 0.07 -0.02 0.11
```
Positions in Å, forces in eV/Å.

Summary:
Frontier orbital gap: 4.913 eV
E_HOMO: -6.47 eV
Calculated total energy: -2941.1511 a.u.